Record 1
Entry from the Open Molecules 2025 dataset: a gas-phase ion, C3H11N7O (charge +2) (wB97M-V/def2-TZVPD).

SMILES	NC(=[NH2+])O/C(N)=[NH+]\N=C(N)N
HOMO-LUMO gap	9.37	eV
net charge	+2
E_tot	-15750.776	eV
multiplicity	1

Last column: natural (NBO) charge in e.
Element x y z (Å)
N1 0.577 0.878 -1.921  -0.7374
C1 0.786 1.927 -1.182  0.8138
N2 1.298 2.988 -1.731  -0.7342
O1 0.554 2.129 0.164  -0.4354
C2 0.050 1.263 1.093  0.7761
N3 -0.013 1.814 2.229  -0.7105
N4 -0.433 0.053 0.984  -0.3816
N5 -0.176 -0.800 -0.081  -0.4625
C3 -0.613 -2.030 0.193  0.6222
N6 -0.875 -2.564 1.461  -0.8924
N7 -0.616 -2.879 -0.820  -0.7256
H1 0.916 0.915 -2.914  0.4524
H2 0.203 -0.028 -1.568  0.4675
H3 0.994 3.132 -2.659  0.4309
H4 1.638 3.853 -1.278  0.4641
H5 -0.199 1.168 3.050  0.4442
H6 0.211 2.805 2.367  0.4650
H7 -0.687 -0.391 1.892  0.4269
H8 -0.772 -3.562 1.716  0.4415
H9 -1.725 -2.372 1.944  0.4191
H10 -0.605 -3.860 -0.498  0.4260
H11 -0.365 -2.646 -1.776  0.4298


Record 2
Entry from the Open Molecules 2025 dataset: C2HF3N2O in the gas phase (wB97M-V/def2-TZVPD).

SMILES	FC1=NN(F)O[C@@H]1F
HOMO-LUMO gap (spin up / spin down)	8.77 / 8.77	eV
E_tot	-15263.657	eV
multiplicity	1

Last column: natural (NBO) charge in e.
Element x y z (Å)
F1 -0.881 -2.103 -0.748  -0.2415
C1 -0.315 -0.993 -0.369  0.5440
N1 1.182 -0.851 -0.285  -0.2601
N2 1.486 0.333 0.206  0.3318
F2 2.226 1.178 -0.699  -0.2352
O1 0.369 1.040 0.594  -0.3364
C2 -0.863 0.327 0.221  0.3311
F3 -1.534 0.174 1.408  -0.3347
H1 -1.669 0.895 -0.327  0.2010


Record 3
Entry from the Open Molecules 2025 dataset: a molecular structure, C50H38BrCrF4N2P3S3 (wB97M-V/def2-TZVPD).

HOMO-LUMO gap (spin up / spin down)	7.29 / 7.74	eV
net charge	+1
E_tot	-225150.471	eV
multiplicity	4

Last column: Löwdin spin population.
Element x y z (Å)
Cr1 -0.339 0.131 -0.007  3.0068
S1 0.334 0.678 2.359  -0.0263
P1 2.181 0.438 1.535  0.0064
C1 1.662 -0.239 0.033  -0.0011
P2 2.028 0.139 -1.611  0.0064
S2 0.156 0.270 -2.376  -0.0221
C2 2.775 -1.209 -2.559  0.0005
C3 2.940 -2.479 -2.027  0.0021
C4 3.362 -3.503 -2.859  0.0000
C5 3.599 -3.255 -4.201  0.0003
C6 3.395 -1.989 -4.733  -0.0002
C7 2.974 -0.962 -3.914  -0.0008
C8 3.033 1.620 -1.903  0.0033
C9 4.373 1.602 -1.524  0.0006
C10 5.128 2.753 -1.656  -0.0001
C11 4.550 3.910 -2.158  0.0006
C12 3.214 3.924 -2.526  0.0000
C13 2.449 2.779 -2.394  0.0013
C14 3.186 1.952 1.704  0.0047
C15 4.371 1.904 2.431  0.0005
C16 5.108 3.061 2.608  0.0003
C17 4.671 4.257 2.064  -0.0003
C18 3.512 4.294 1.306  0.0001
C19 2.766 3.146 1.126  -0.0001
C20 3.019 -0.808 2.575  0.0001
C21 4.004 -1.625 2.031  0.0001
C22 4.526 -2.656 2.790  0.0002
C23 4.054 -2.892 4.071  0.0003
C24 3.092 -2.060 4.622  0.0000
C25 2.578 -1.015 3.878  -0.0005
H1 2.730 -2.651 -0.977  0.0015
H2 3.496 -4.498 -2.461  0.0000
H3 3.938 -4.055 -4.841  0.0000
H4 3.553 -1.810 -5.786  0.0000
H5 2.776 0.028 -4.305  -0.0005
H6 4.818 0.694 -1.135  -0.0001
H7 6.172 2.748 -1.374  0.0000
H8 5.149 4.803 -2.266  0.0000
H9 2.768 4.823 -2.923  0.0000
H10 1.405 2.764 -2.681  0.0006
H11 4.698 0.970 2.871  0.0000
H12 6.024 3.027 3.180  0.0001
H13 5.229 5.164 2.237  0.0000
H14 3.180 5.217 0.857  0.0000
H15 1.852 3.182 0.552  -0.0002
H16 4.353 -1.450 1.021  -0.0004
H17 5.297 -3.286 2.375  0.0000
H18 4.431 -3.730 4.635  0.0000
H19 2.734 -2.236 5.624  0.0000
H20 1.820 -0.362 4.290  -0.0008
F1 -4.723 5.877 0.040  -0.0001
C26 -4.309 4.619 0.010  -0.0001
C27 -5.220 3.566 0.050  0.0000
F2 -6.524 3.815 0.092  0.0000
C28 -4.764 2.250 0.048  -0.0002
F3 -5.671 1.278 0.060  0.0000
C29 -3.407 1.936 0.020  0.0002
P3 -2.737 0.210 0.106  0.0211
C30 -3.470 -0.534 -1.372  0.0064
C31 -3.527 0.200 -2.555  0.0015
C32 -3.938 -0.411 -3.723  0.0001
C33 -4.280 -1.754 -3.725  0.0013
C34 -4.198 -2.491 -2.555  0.0004
C35 -3.783 -1.891 -1.381  0.0010
C36 -3.639 -0.524 1.505  0.0001
C37 -2.941 -0.580 2.711  0.0013
C38 -3.526 -1.128 3.837  0.0002
C39 -4.821 -1.612 3.774  -0.0002
C40 -5.514 -1.574 2.574  0.0001
C41 -4.931 -1.044 1.436  -0.0006
C42 -2.523 3.006 -0.052  0.0001
Br1 -0.641 2.708 -0.157  0.0071
C43 -2.951 4.326 -0.064  -0.0004
F4 -2.054 5.305 -0.142  0.0001
H21 -3.257 1.249 -2.556  0.0000
H22 -3.977 0.157 -4.640  0.0000
H23 -4.588 -2.231 -4.643  0.0001
H24 -4.449 -3.541 -2.557  0.0000
H25 -3.711 -2.466 -0.468  0.0001
H26 -1.934 -0.186 2.769  0.0012
H27 -2.964 -1.169 4.759  0.0000
H28 -5.284 -2.028 4.656  0.0000
H29 -6.520 -1.961 2.522  0.0000
H30 -5.487 -1.032 0.511  0.0000
N1 0.443 -2.556 2.076  0.0040
C44 0.023 -3.184 0.973  0.0003
S3 -0.664 -2.260 -0.269  -0.0251
N2 0.164 -4.515 0.931  -0.0009
C45 -0.117 -5.484 -0.055  -0.0001
C46 0.446 -6.744 0.156  0.0000
C47 0.234 -7.768 -0.746  0.0001
C48 -0.550 -7.548 -1.865  -0.0001
C49 -1.120 -6.304 -2.071  -0.0001
C50 -0.915 -5.269 -1.172  -0.0022
H31 0.324 -1.542 2.150  0.0018
H32 0.845 -3.038 2.863  0.0000
H33 0.623 -4.925 1.740  -0.0001
H34 1.054 -6.920 1.034  0.0000
H35 0.682 -8.736 -0.577  0.0000
H36 -0.717 -8.344 -2.573  0.0000
H37 -1.735 -6.130 -2.941  0.0000
H38 -1.376 -4.312 -1.344  -0.0014


Record 4
Entry from the Open Molecules 2025 dataset: C3H5NO3 in the gas phase (wB97M-V/def2-TZVPD).

SMILES	C[C@@H]1ONC(=O)O1
HOMO-LUMO gap	10.78	eV
E_tot	-10822.395	eV
multiplicity	1

Last column: natural (NBO) charge in e.
Element x y z (Å)
C1 -0.371 0.046 1.543  -0.6558
C2 -0.781 -0.177 0.170  0.3703
O1 0.149 -1.130 -0.264  -0.3966
N1 0.946 -0.646 -1.345  -0.3511
C3 0.399 0.559 -1.702  0.8546
O2 0.816 1.246 -2.567  -0.5495
O3 -0.539 0.882 -0.754  -0.5055
H1 -0.574 -0.787 2.242  0.2376
H2 -0.773 0.894 2.115  0.2275
H3 0.627 0.038 1.558  0.2187
H4 -1.797 -0.502 0.055  0.1690
H5 1.898 -0.423 -1.050  0.3809


Record 5
Entry from the Open Molecules 2025 dataset: C3H2ClF3 in the gas phase (wB97M-V/def2-TZVPD).

SMILES	FC/C(F)=C(/F)Cl
HOMO-LUMO gap	8.96	eV
E_tot	-23815.086	eV
multiplicity	1

Last column: natural (NBO) charge in e.
Element x y z (Å)
F1 1.091 1.106 -1.093  -0.3502
C1 1.237 0.085 -0.209  -0.0449
C2 -0.039 -0.600 0.081  0.2719
F2 -0.032 -1.868 0.513  -0.3076
C3 -1.431 0.174 0.238  0.2125
F3 -2.466 -0.588 0.545  -0.3010
Cl1 -1.702 1.754 -0.031  0.1173
H1 1.549 0.648 0.712  0.2003
H2 1.794 -0.711 -0.756  0.2017


Record 6
Entry from the Open Molecules 2025 dataset: C4H5I in the gas phase (wB97M-V/def2-TZVPD).

HOMO-LUMO gap (spin up / spin down)	7.88 / 8.38	eV
E_tot	-12324.529	eV
multiplicity	1

Last column: natural (NBO) charge in e.
Element x y z (Å)
C1 -1.196 -0.586 0.355  0.1440
C2 -1.423 -1.829 0.371  -0.4672
C3 0.823 0.494 -0.243  -0.2909
C4 -0.591 0.722 0.145  -0.5671
I1 -3.273 -2.686 0.760  0.1021
H1 -0.813 -2.637 0.107  0.2261
H2 1.665 0.161 0.536  0.1898
H3 1.166 0.141 -1.253  0.1824
H4 -1.297 1.278 -0.560  0.2425
H5 -0.543 1.227 1.037  0.2383


Question: Number 2 is which compound?
Answer: C2HF3N2O


Question: Look up the multiplicity of the fifth one.
Answer: 1


Question: E_tot of number 2 (C2HF3N2O)?
Answer: -15263.657 eV